[1]
Density functional theory data (the ωB97M-V functional and the def2-TZVPD basis) for a 9-piece molecular cluster, C36H62N4O10S5 overall in a non-equilibrium geometry.

Output
Max |F| = 0.06326 hartree/bohr
LUMO = -0.008 eV
HOMO = -0.28434 Ha
Energy relative to the best compared isomer or geometry (same formula, charge and spin) = 61.3 kcal per mole

CARTESIAN COORDINATES (ANGSTROEM)
O1 9.29506 -3.19846 9.04818
H1 1.99618 -1.15291 1.55095
S1 1.23822 -9.48531 3.82870
H2 1.83038 -1.20698 -2.43498
C1 0.47177 -2.50720 1.22000
C2 4.72919 -7.02611 -0.77003
C3 0.98908 -8.28798 5.25130
N1 3.26619 -8.00115 0.53825
C4 0.27079 -4.21006 5.93086
H3 4.52502 -6.22491 5.56532
N2 3.93144 -5.65515 4.97955
C5 1.15808 -4.47409 7.15262
H4 1.02191 -10.69462 6.59979
H5 5.32390 -9.36814 8.62102
H6 8.36810 -0.67699 5.71070
H7 1.84554 0.28093 -0.47857
H8 5.67440 1.18481 3.00048
H9 9.15064 -10.17182 3.03874
H10 4.03058 -5.05321 9.86387
C6 3.25156 2.24763 4.04744
O2 -1.42373 -2.02676 6.12159
H11 1.80424 -8.39505 7.28874
S2 8.07289 -2.39942 8.87502
C7 5.12059 -8.54107 9.30125
H12 1.81507 -3.34374 8.90343
H13 2.04805 0.38668 3.62588
O3 6.54969 -6.27137 8.95635
H14 8.43259 -8.91419 0.77631
O4 2.15923 -8.92510 2.81336
C8 7.29375 -2.53871 6.29857
C9 1.01719 -3.31981 8.16119
H15 2.45243 0.77382 5.38322
H16 1.22982 -2.55141 -1.47769
O5 4.40385 -0.84083 5.61812
H17 4.59819 -8.62886 -2.37759
C10 1.04049 -1.16692 1.02697
H18 -0.73842 -4.62097 5.90363
H19 1.83674 -11.74938 4.64169
C11 8.19197 -9.72414 2.82212
H20 6.47744 -2.44417 5.58247
H21 -0.03828 -8.47229 5.56541
H22 3.05381 -8.41187 6.06860
H23 5.01386 -8.80037 3.21760
C12 3.96254 -6.79654 0.34137
H24 3.02780 -9.85729 -0.50858
H25 8.17310 -3.05265 5.91037
H26 2.19304 -4.87420 2.25074
H27 4.12353 -6.90845 11.48354
C13 3.49878 -8.88636 -0.46523
C14 3.82470 -6.07463 9.54383
O6 4.92133 -6.84225 7.18763
H28 5.88969 -2.88190 7.88567
H29 2.75780 -10.78420 6.95433
H30 2.89851 -5.96849 8.97902
S3 5.26564 -6.81359 8.58715
C15 2.74650 0.83072 4.33518
H31 6.34988 0.85276 4.61606
C16 2.00482 -10.31439 6.32155
H32 4.21476 -3.72624 5.92898
H33 2.65428 3.06164 4.45824
C17 1.24245 -0.62532 -0.42288
C18 2.18717 -10.74039 4.85901
H34 5.40228 -6.28922 -1.18275
C19 3.47611 -7.15065 10.64075
O7 7.36728 -2.04881 10.09871
H35 3.83012 -9.32103 10.84627
N3 6.55378 -8.56360 1.77316
H36 0.28121 -0.31758 -0.83450
H37 5.20513 3.34003 4.45155
H38 8.12266 -0.02585 8.39538
C20 7.85101 -9.06334 1.67404
C21 1.02769 -2.02187 7.35579
H39 2.04503 -1.78515 7.04421
C22 8.46944 -0.89945 7.84340
H40 2.93997 -8.77397 9.39787
H41 6.88390 -0.36460 6.42793
H42 2.77810 -2.86763 3.76274
H43 2.69232 -8.23927 1.33455
H44 6.11175 -7.94423 1.10901
H45 0.77069 -5.38546 7.60809
C23 6.90455 -3.19566 7.64130
H46 7.05541 -4.27517 7.64272
C24 3.31325 -6.01732 3.75664
H47 0.61839 -1.12870 7.82784
C25 6.05806 -8.98335 3.01127
O8 0.63094 -1.79761 4.67015
N4 -0.00398 -3.54335 1.29999
O9 -0.02667 -10.05409 3.45730
H48 0.35214 -0.55499 1.60991
H49 2.86106 -1.83521 -1.23585
H50 2.19923 -4.72003 6.94378
C26 2.04971 -8.77036 6.29527
C27 7.07642 -9.64784 3.65833
H51 5.95229 -8.48531 10.00357
H52 3.87723 -5.88176 0.90908
C28 3.82544 -4.26578 5.07825
C29 5.47205 1.20043 4.07142
H53 2.51428 -6.98066 11.12457
C30 3.12405 -3.86695 3.98199
H54 3.36841 -7.05637 3.46728
S4 -0.01806 -2.39081 5.83676
H55 0.78373 -4.51579 5.01898
H56 9.55734 -0.83338 7.85747
H57 3.32267 2.54171 3.00027
C31 4.71130 2.37696 4.58092
S5 4.24391 -0.20501 4.32348
C32 3.79769 -8.58464 10.04329
C33 4.25990 -8.22793 -1.43355
C34 7.71329 -1.06922 6.48883
C35 1.80854 -1.62895 -1.43020
H58 1.00876 -7.26359 4.87935
O10 4.32508 -1.03383 3.09220
H59 3.23478 -10.59177 4.59721
C36 2.76008 -4.91066 3.16918
H60 6.99109 -10.06660 4.65017
H61 4.60117 2.31601 5.66363
H62 0.10391 -3.26696 8.75383



[2]
Density functional theory data (the ωB97M-V functional and the def2-TZVPD basis) for an isolated ion of composition C4H8N2 and charge +2 in a non-equilibrium geometry.

Output
Max |F| = 0.07742 hartree/bohr
LUMO = -10.955 eV
HOMO = -0.82492 Ha
Energy relative to the best compared isomer or geometry (same formula, charge and spin) = 6.5 kcal per mole
Total charge = +2

CARTESIAN COORDINATES (ANGSTROEM)
H1 1.42951 1.50832 -1.07002
H2 -3.15990 -0.39272 1.06757
C1 1.08217 -0.20377 -0.05912
H3 2.76252 -1.07034 0.07618
H4 2.65229 1.09614 0.25641
C2 -1.43800 -0.31224 -0.05868
H5 -3.13476 0.93699 -0.04676
H6 -3.34781 -0.39300 -0.87253
H7 1.39529 1.63504 0.87509
H8 1.34568 -2.19449 0.01879
C3 -2.77487 -0.10385 0.01129
C4 1.67534 1.13297 -0.04345
N1 1.79188 -1.26017 0.00626
N2 -0.27934 -0.37888 -0.16104



[3]
Density functional theory data (the ωB97M-V functional and the def2-TZVPD basis) for C14H17Cl3N5O2RuS as an isolated structure in a non-equilibrium geometry.

Output
Max |F| = 0.06625 hartree/bohr
LUMO (spin up / spin down) = -0.457 / -2.889 eV
2S+1 = 6
HOMO (spin up / spin down) = -0.19748 / -0.25964 Ha

CARTESIAN COORDINATES (ANGSTROEM)
H1 -0.90714 -1.82726 1.04632
H2 -3.44854 0.43974 -2.46038
H3 1.97736 3.76364 1.39832
C1 1.32536 -3.68226 -0.80928
H4 -0.13224 4.84124 -1.61688
O1 1.21036 -0.42806 1.93582
H5 -1.01114 0.25564 -2.52218
N1 1.33706 3.74764 -0.57458
C2 1.48906 4.43244 0.69302
H6 2.43166 -1.52046 4.18392
C3 1.36676 -5.03016 -0.94448
C4 -2.93814 -0.08516 -1.66778
C5 2.72776 -0.55936 3.76752
H7 3.79656 -0.42216 3.89772
C6 -3.67154 -0.67666 -0.59508
C7 2.37226 -0.54806 2.30282
H8 1.00016 3.91354 -2.62188
C8 3.26066 -0.68996 0.06162
H9 -5.47204 0.01474 -2.40688
N2 1.28006 -2.53826 -0.56108
O2 3.40676 -0.65286 1.52002
H10 2.10746 5.32034 0.55622
H11 -6.83394 -0.24376 -1.42438
N3 -5.84594 -0.05166 -1.47408
Cl1 2.90356 -5.79286 -1.07548
H12 3.79206 -1.60696 -0.23318
S1 -5.90384 -1.37406 0.79352
H13 -3.35624 -1.76806 1.24972
Cl2 0.87516 -5.29556 1.55272
C9 1.25056 2.45524 -0.58078
Cl3 0.02576 -5.84236 -1.64188
C10 -1.51814 -1.33326 0.29532
C11 0.90746 4.51804 -1.72228
C12 -1.57634 -0.16716 -1.69498
C13 -5.07064 -0.67126 -0.52118
N4 1.24776 1.28874 -0.57588
C14 -2.87384 -1.30716 0.40362
H14 2.16946 0.21804 4.28432
Ru1 1.21086 -0.61126 -0.46838
H15 3.87516 0.15424 -0.29258
N5 -0.84664 -0.77316 -0.73748
H16 0.52116 4.73384 1.10292
H17 1.53816 5.40194 -1.82258



[4]
Density functional theory data (the ωB97M-V functional and the def2-TZVPD basis) for a 2-piece molecular cluster, C7H12 overall.

Output
Max |F| = 0.00769 hartree/bohr
LUMO = 1.124 eV
HOMO = -0.32497 Ha
Energy relative to the best compared isomer or geometry (same formula, charge and spin) = 74.5 kcal per mole

CARTESIAN COORDINATES (ANGSTROEM)
H1 -2.00144 1.24036 -1.28480
H2 -0.94199 -1.26059 -2.82937
H3 -0.17226 2.27516 -0.18069
C1 -2.18751 0.16249 -1.24062
H4 -0.91349 -0.70328 1.51011
H5 -3.25107 -0.07995 -1.15321
C2 1.20748 1.13777 0.94622
H6 -1.49286 -2.23089 0.81609
C3 0.63442 1.54848 -0.18010
C4 -1.24477 -0.79855 -1.90336
H7 0.21295 -1.78082 0.64748
C5 -0.80863 -1.38969 0.66746
H8 3.30754 0.71772 1.00132
C6 2.35703 0.17155 1.00239
H9 2.33453 -0.44085 1.91002
H10 0.94115 1.15678 -1.14757
C7 -1.19041 -0.76242 -0.61290
H11 0.85120 1.53277 1.89776
H12 2.35811 -0.49606 0.13376



[5]
Density functional theory data (the ωB97M-V functional and the def2-TZVPD basis) for C40H54F6N3O8S6Tb as an isolated structure in a non-equilibrium geometry.

Output
Max |F| = 0.06977 hartree/bohr
LUMO (spin up / spin down) = 3.499 / 3.499 eV
2S+1 = 7
HOMO (spin up / spin down) = -0.07923 / -0.07929 Ha
Energy relative to the best compared isomer or geometry (same formula, charge and spin) = 0.0 kcal per mole
Total charge = -2

CARTESIAN COORDINATES (ANGSTROEM)
O1 -2.42716 0.95271 -3.75346
H1 1.78481 1.19529 3.75953
C1 0.34183 1.07459 0.19506
H2 3.99924 0.61826 2.99522
H3 0.25536 -2.33965 -3.45415
S1 -3.97753 1.00318 0.47970
C2 4.65118 -2.73611 3.63664
H4 4.73025 -0.47224 0.95516
H5 -2.51577 -2.09405 2.99480
F1 -6.58991 1.62114 -5.25961
H6 -1.90820 -3.23142 -3.88668
F2 -5.54710 -0.16452 -6.03065
C3 -5.42657 1.00829 -5.32889
H7 4.00215 -2.70020 4.48779
C4 1.13610 0.58622 -0.88940
C5 2.16717 2.47496 0.87110
H8 0.38132 -3.28558 -1.10003
O2 -1.20877 -2.59563 1.09192
H9 -1.00330 -1.09397 -3.39131
H10 2.79562 0.78785 -2.08183
C6 5.12145 -1.29283 1.54765
C7 -5.54929 0.32418 0.68423
C8 2.72225 -1.82383 2.29516
H11 -1.22340 -4.39091 2.74012
H12 1.68589 -2.22270 -1.54784
F3 -1.42782 3.55943 -4.53989
C9 0.76773 -2.27138 -0.96062
C10 -0.63981 -2.71045 3.92489
H13 3.08732 -1.71636 0.17210
C11 -0.44639 3.46707 2.47175
C12 4.29494 -0.26904 3.61606
H14 3.72412 -0.30919 4.51811
S2 -4.70615 -2.31546 1.07043
H15 -1.93940 -0.95813 4.17492
H16 -1.67650 1.05467 2.46186
H17 -0.97601 1.36140 4.09001
S3 -7.52109 -1.33256 1.20238
C13 -3.78276 -1.86336 -2.77762
F4 0.06699 2.19848 -3.78000
H18 1.08088 -0.16094 -2.91977
O3 -0.79322 10.52477 -9.72662
H19 6.15449 3.22235 0.36990
C14 0.93890 1.87439 1.19432
H20 3.34930 4.48044 -1.64646
O4 -9.32905 0.62970 1.21856
S4 -4.14433 2.09549 -6.18478
C15 4.21252 -1.53454 2.76529
H21 5.77357 2.65828 -2.07161
H22 -0.20510 0.09334 3.12839
C16 -8.16708 0.29718 1.11816
H23 5.17339 -2.23817 1.00976
H24 -2.94493 -4.67243 -1.18819
Tb1 -2.30556 -1.00799 -0.05119
H25 0.28497 4.29938 2.16486
H26 -3.95718 -4.62063 -2.65158
S5 -6.87604 1.44807 0.68270
H27 4.15335 2.31417 -2.65708
H28 -4.34232 -1.23152 -2.06389
H29 6.18863 -1.10831 1.76024
F5 -5.05264 0.71054 -4.08109
C17 -0.74136 1.06388 3.05887
F6 -0.09471 2.65525 -6.00144
H30 4.83728 3.24286 1.50570
H31 0.16286 -4.74169 3.80576
H32 -0.42491 0.47359 -2.25482
C18 1.69735 -1.99366 3.21840
H33 5.35163 -0.03977 3.85336
H34 1.99061 -1.88539 4.23708
O5 -4.65223 2.31711 -7.48952
H35 0.67666 -3.32146 5.57122
C19 4.25495 2.79468 -0.56789
C20 -0.60885 -1.97837 -2.87891
H36 -1.23829 -4.05371 -2.48808
C21 5.22940 2.69092 0.58958
H37 -4.43006 -3.81183 -1.15168
H38 4.54168 -3.68114 3.11287
H39 5.09446 1.09348 -1.66786
H40 0.73208 2.32253 4.61854
C22 2.34903 -1.82304 0.98773
C23 -3.59662 -4.04345 -1.77328
S6 -1.83154 0.93940 -5.06110
H41 1.99917 3.06058 3.56144
H42 3.64331 4.79111 0.14638
C24 0.42613 -0.13586 -2.00919
O6 -4.12069 3.18072 -5.28156
C25 2.88556 2.11179 -0.23120
C26 0.39254 -2.23940 2.81585
C27 -0.74587 2.46819 -4.84088
N1 -0.19711 -1.40222 -1.56492
C28 0.03390 -2.27435 1.45063
C29 -5.79677 -0.95389 0.99397
N2 -2.84096 1.25463 -6.24876
H43 -4.57310 -2.38752 -3.37465
C30 2.40222 1.08294 -1.07079
C31 -0.14210 -2.54173 5.36586
H44 -1.51034 -4.62944 4.50114
N3 -2.86366 -2.74189 -2.09099
C32 4.88836 2.16212 -1.79485
O7 -0.89483 0.70013 0.25953
C33 1.04081 -2.12014 0.52576
C34 1.29630 2.18844 3.65872
C35 4.02074 4.30300 -0.78030
C36 0.05726 9.92847 -10.20011
H45 0.32736 -1.56382 5.48121
H46 5.70058 -2.70269 3.88835
H47 2.59196 3.12993 1.61473
H48 -0.93841 -2.81141 5.99973
C37 -1.97822 -2.02403 3.95060
O8 -0.94878 -0.12350 -5.51016
H49 -3.26561 -1.16226 -3.47046
H50 -1.24408 3.38067 1.74454
C38 0.25499 2.16388 2.54361
H51 5.35321 1.60743 0.83084
H52 -0.87878 3.82518 3.41748
C39 -1.63536 -3.04969 -2.81677
H53 -2.57267 -2.46837 4.70887
H54 4.93935 4.83524 -0.96483
C40 -0.82119 -4.23413 3.74216



[6]
Density functional theory data (the ωB97M-V functional and the def2-TZVPD basis) for an isolated ion of composition C5H11N4S and charge +1 in a non-equilibrium geometry.

Output
Max |F| = 0.08396 hartree/bohr
LUMO = -3.819 eV
HOMO = -0.45488 Ha
Energy relative to the best compared isomer or geometry (same formula, charge and spin) = 51.5 kcal per mole
Total charge = +1

CARTESIAN COORDINATES (ANGSTROEM)
H1 -1.74657 2.78103 0.26527
H2 -0.66847 0.97873 2.80489
H3 0.29460 -0.39124 2.82072
H4 -1.37559 1.58293 -1.69768
S1 -2.16817 -1.36421 -1.49514
H5 1.49203 -1.35789 0.71305
H6 1.07771 1.11037 2.61402
N1 -0.67891 0.96113 -1.33120
H7 -0.44215 2.73281 1.39481
C1 0.23421 0.49905 2.35911
C2 0.29382 0.39020 0.81067
C3 0.85729 -0.72641 0.27318
H8 -2.22617 -1.90030 -2.74491
N2 -0.85047 2.41339 0.56783
N3 1.03200 -2.21355 -1.67298
N4 0.55309 -1.13155 -0.93383
H9 0.56137 -3.06659 -1.36461
C4 -0.58979 -0.38658 -1.71383
H10 1.99901 -2.39095 -1.51541
H11 -0.49049 -0.42248 -2.89126
C5 -0.47282 1.26103 -0.00203